1.
Density functional theory data (wB97M-V/def2-TZVPD) for C4H10NO in the gas phase in a non-equilibrium geometry.

Spin multiplicity: 2
Expectation value of S²: 0.756
ΔE to the lowest compared entry with this formula, charge and spin: 1.4485 eV
Largest force on an atom: 3.8 eV/Å
Kohn-Sham gap (alpha / beta): 0.3714 / 0.2719 hartree
LUMO (alpha / beta): 0.038 / -0.062 Eh
DFT total energy: -288.27376 hartree

Last column: Löwdin charge in e.
Element x y z (Å)
C  0.44816  0.11532  -0.78091  -0.227
N  -0.72550  0.76390  -0.27244  -0.098
C  -2.02557  0.62643  -0.79686  -0.382
O  -2.93539  1.46492  -0.16218  0.030
C  1.48701  -0.06333  0.44395  -0.235
C  0.96448  -1.04774  1.48196  -0.135
H  0.03786  -0.87044  -1.16588  0.129
H  0.92119  0.63737  -1.54329  0.077
H  -0.60765  1.74669  -0.39959  0.106
H  -1.95988  0.80551  -1.92296  0.153
H  -2.29810  -0.51336  -0.80112  0.161
H  1.78865  0.96769  0.71031  0.102
H  2.45149  -0.44002  0.05352  0.092
H  0.05628  -1.60442  1.07683  0.077
H  1.68284  -1.91855  1.57421  0.075
H  0.71412  -0.66997  2.50444  0.075


2.
Density functional theory data (wB97M-V/def2-TZVPD) for an isolated ion of composition C4H10NO and charge +1 in a non-equilibrium geometry.

ΔE to the lowest compared entry with this formula, charge and spin: 1.2961 eV
Total charge: +1
Largest force on an atom: 2.6 eV/Å
Kohn-Sham gap: 0.4191 hartree
LUMO: -0.131 Eh
Structure (SMILES): C[NH2+][C@H](C)C=O
DFT total energy: -288.11546 hartree

Last column: Löwdin charge in e.
Element x y z (Å)
O  0.67731  2.12709  -0.37422  0.087
C  0.36412  1.56335  0.64931  -0.156
C  -0.14634  0.10212  0.56887  -0.289
N  0.02458  -0.47350  -0.80860  0.005
C  1.45724  -0.89995  -1.15629  0.021
C  -1.63493  0.00050  0.99217  -0.032
H  0.46194  2.04237  1.61938  0.147
H  0.46646  -0.49598  1.25587  0.152
H  -0.69146  -1.25315  -1.06804  0.220
H  -0.18265  0.30314  -1.43976  0.160
H  2.15287  0.01645  -1.03932  0.132
H  1.52267  -1.35494  -2.15273  0.107
H  1.77167  -1.55531  -0.28898  0.117
H  -2.15589  0.96046  0.89157  0.082
H  -1.82802  -0.39674  2.07867  0.132
H  -2.25957  -0.68590  0.27212  0.116


3.
Density functional theory data (wB97M-V/def2-TZVPD) for C4H10NO as an isolated structure in a non-equilibrium geometry.

ΔE to the lowest compared entry with this formula, charge and spin: 5.5599 eV
Total charge: +1
Largest force on an atom: 3.6 eV/Å
Kohn-Sham gap: 0.3771 hartree
LUMO: -0.172 Eh
DFT total energy: -287.95877 hartree

Last column: Löwdin charge in e.
Element x y z (Å)
C  1.99754  -0.26841  -0.11690  -0.032
C  2.92209  0.76055  0.04289  -0.023
C  1.04429  -1.02209  -0.18729  0.069
C  -2.30081  -0.73794  -0.22479  -0.074
N  -1.37155  0.15413  0.41853  -0.164
O  -1.21390  1.45934  -0.21886  -0.032
H  3.22833  1.31673  -0.82346  0.109
H  3.81702  0.25688  0.41088  0.131
H  2.51829  1.54102  0.60311  0.100
H  0.99952  -2.14537  -0.11525  0.144
H  -2.11141  1.82869  -0.36848  0.119
H  -0.16476  -0.62339  0.24905  0.136
H  -1.90277  -1.25540  -1.12507  0.114
H  -2.51544  -1.48759  0.46871  0.078
H  -3.26625  -0.21008  -0.44221  0.117
H  -1.68018  0.43293  1.42913  0.206


Which of these has the highest DFT total energy?
number 3